Entry 1:
{
  "formula": "C28H28B3FeN4O24",
  "method": "ωB97M-V with the def2-TZVPD basis set",
  "elements": ["Fe", "O", "C", "O", "B", "O", "C", "O", "O", "C", "O", "C", "O", "O", "O", "C", "O", "B", "O", "C", "O", "O", "C", "O", "C", "O", "O", "O", "C", "O", "B", "O", "C", "O", "O", "C", "O", "C", "O", "O", "C", "C", "C", "C", "N", "H", "H", "H", "H", "H", "H", "H", "C", "C", "C", "C", "N", "H", "H", "H", "H", "H", "H", "H", "C", "C", "C", "C", "N", "H", "H", "H", "H", "H", "H", "H", "C", "C", "C", "C", "N", "H", "H", "H", "H", "H", "H", "H"],
  "coordinates": [[-26.164, -7.191, -20.296], [-28.088, -3.066, -18.721], [-28.584, -3.372, -19.780], [-29.518, -2.702, -20.438], [-29.591, -3.293, -21.760], [-28.609, -4.416, -21.829], [-28.030, -4.552, -20.672], [-27.258, -5.453, -20.374], [-29.240, -2.308, -22.830], [-30.091, -2.386, -23.780], [-30.077, -1.871, -24.900], [-31.215, -3.386, -23.399], [-30.910, -3.804, -22.142], [-32.139, -3.614, -24.098], [-27.825, -7.927, -21.340], [-28.895, -8.223, -21.893], [-30.008, -7.539, -21.932], [-31.047, -8.393, -22.601], [-30.457, -9.742, -22.737], [-29.181, -9.600, -22.555], [-28.372, -10.505, -22.666], [-32.323, -8.557, -21.900], [-33.254, -7.889, -22.528], [-34.426, -7.826, -22.187], [-32.692, -7.458, -23.940], [-31.430, -7.919, -23.973], [-33.205, -6.717, -24.729], [-25.325, -6.214, -21.945], [-25.051, -5.504, -22.923], [-25.670, -4.429, -23.281], [-24.991, -3.837, -24.454], [-23.925, -4.837, -24.789], [-23.936, -5.811, -23.919], [-23.350, -6.866, -24.058], [-24.382, -2.524, -24.161], [-25.006, -1.591, -24.892], [-24.862, -0.389, -24.913], [-26.028, -2.354, -25.787], [-25.944, -3.624, -25.528], [-26.785, -1.778, -26.577], [-29.818, -11.557, -19.259], [-28.736, -11.693, -18.185], [-28.187, -10.401, -17.615], [-27.425, -9.640, -18.566], [-26.775, -8.966, -19.255], [-29.548, -11.018, -20.167], [-30.748, -11.124, -18.887], [-30.135, -12.549, -19.582], [-27.901, -12.297, -18.544], [-29.069, -12.231, -17.295], [-27.554, -10.639, -16.758], [-28.973, -9.761, -17.209], [-27.914, -7.392, -14.752], [-26.850, -6.293, -14.686], [-26.686, -5.244, -15.797], [-26.511, -5.918, -17.106], [-26.352, -6.489, -18.115], [-27.843, -8.069, -15.603], [-28.911, -6.947, -14.720], [-27.934, -8.023, -13.863], [-25.918, -6.817, -14.460], [-26.962, -5.813, -13.712], [-25.826, -4.610, -15.590], [-27.610, -4.667, -15.862], [-20.964, -4.997, -18.811], [-20.640, -6.454, -18.554], [-21.813, -7.320, -18.112], [-23.063, -7.202, -18.910], [-24.047, -7.098, -19.509], [-21.248, -4.678, -19.812], [-20.018, -4.452, -18.737], [-21.486, -4.511, -17.986], [-19.857, -6.513, -17.798], [-20.252, -7.002, -19.414], [-22.160, -7.079, -17.105], [-21.531, -8.373, -18.114], [-25.538, -11.439, -24.689], [-24.352, -11.644, -23.641], [-23.698, -10.356, -23.106], [-24.443, -9.550, -22.131], [-25.038, -8.956, -21.359], [-26.575, -11.519, -24.372], [-25.317, -11.988, -25.603], [-25.439, -10.399, -25.012], [-23.571, -12.360, -23.891], [-24.823, -12.081, -22.756], [-23.530, -9.627, -23.902], [-22.767, -10.649, -22.620]],
  "mulliken_spin": [4.377, 0.002, 0.013, 0.004, -0.006, 0.018, -0.014, 0.104, 0.000, 0.000, 0.000, 0.000, 0.000, 0.000, 0.077, 0.004, 0.002, 0.005, 0.002, 0.005, 0.001, 0.000, 0.000, 0.000, 0.000, 0.000, 0.000, 0.075, -0.001, 0.012, 0.000, 0.004, 0.004, 0.002, 0.000, 0.000, 0.000, 0.000, 0.000, 0.000, 0.000, 0.000, 0.001, 0.006, 0.081, 0.001, 0.000, 0.000, 0.000, 0.000, 0.000, 0.001, 0.000, 0.000, 0.000, 0.009, 0.058, 0.000, 0.000, 0.000, 0.000, 0.000, 0.000, 0.000, 0.000, 0.001, 0.000, -0.005, 0.083, 0.000, 0.000, 0.000, 0.000, 0.000, 0.000, 0.000, 0.000, 0.000, 0.000, 0.001, 0.072, 0.000, 0.000, 0.000, 0.000, 0.000, 0.000, 0.000],
  "relative_energy_kcal_mol": 91.0,
  "energy_ha": -4447.35315,
  "gap_ev": [7.2810, 3.5975],
  "spin_multiplicity": 6
}

---

Entry 2:
{
  "formula": "C22H19I2N5O2PtS2",
  "method": "ωB97M-V with the def2-TZVPD basis set",
  "elements": ["Pt", "I", "C", "C", "C", "I", "C", "O", "C", "C", "N", "C", "C", "C", "C", "C", "C", "N", "C", "H", "H", "H", "H", "H", "H", "H", "H", "H", "H", "H", "O", "N", "C", "C", "C", "C", "C", "S", "H", "H", "H", "H", "S", "C", "N", "C", "C", "C", "N", "H", "H", "H", "H"],
  "coordinates": [[0.401, 0.058, -0.865], [-2.861, -3.806, 5.281], [-2.062, -2.437, 3.980], [-2.376, -1.077, 4.118], [-1.841, -0.174, 3.243], [-2.297, 1.836, 3.389], [-0.959, -0.588, 2.158], [-0.535, 0.262, 1.351], [-0.637, -2.005, 2.068], [0.390, -2.498, 1.084], [0.101, -2.154, -0.325], [-1.214, -2.627, -0.798], [-2.251, -1.530, -0.824], [-3.592, -1.812, -0.626], [-4.517, -0.784, -0.707], [-4.071, 0.501, -0.977], [-2.717, 0.705, -1.155], [-1.829, -0.290, -1.084], [-1.191, -2.877, 2.958], [-3.037, -0.752, 4.909], [0.477, -3.582, 1.189], [1.359, -2.057, 1.328], [0.818, -2.587, -0.898], [-1.577, -3.446, -0.174], [-1.098, -3.019, -1.810], [-3.904, -2.826, -0.412], [-5.569, -0.982, -0.557], [-4.756, 1.334, -1.047], [-2.323, 1.692, -1.360], [-0.949, -3.931, 2.898], [1.397, -0.599, -2.730], [1.788, 0.340, -3.545], [2.515, -0.038, -4.624], [2.939, 0.884, -5.541], [2.620, 2.235, -5.372], [1.888, 2.609, -4.276], [1.466, 1.656, -3.334], [0.595, 2.122, -1.942], [2.708, -1.098, -4.682], [3.514, 0.544, -6.390], [2.945, 2.972, -6.093], [1.617, 3.640, -4.099], [2.686, 0.159, 0.219], [2.487, 1.428, 1.341], [3.496, 1.627, 2.238], [3.457, 2.584, 3.188], [2.363, 3.389, 3.266], [1.358, 3.161, 2.316], [1.414, 2.224, 1.388], [4.302, 1.017, 2.172], [4.315, 2.654, 3.842], [2.284, 4.163, 4.012], [0.467, 3.780, 2.309]],
  "mulliken_spin": [1.307, 0.094, 0.284, -0.079, 0.174, 0.030, 0.129, 0.415, 0.085, 0.000, 0.112, 0.010, -0.010, 0.013, -0.002, 0.010, 0.009, 0.115, -0.032, 0.001, 0.004, 0.010, 0.000, 0.005, -0.001, -0.001, 0.000, 0.000, -0.012, -0.001, 0.278, 0.107, -0.072, 0.102, -0.066, 0.064, -0.046, 0.703, 0.002, 0.003, -0.002, 0.001, 0.258, -0.025, 0.012, 0.001, 0.001, 0.002, 0.003, 0.004, 0.000, 0.000, 0.001],
  "relative_energy_kcal_mol": 0.0,
  "total_charge": 2,
  "energy_ha": -2784.48657,
  "gap_ev": [7.0012, 5.8651],
  "spin_multiplicity": 5
}

---

Entry 3:
{
  "formula": "C40H40Cl2InN5O3S2",
  "method": "ωB97M-V with the def2-TZVPD basis set",
  "elements": ["In", "C", "C", "C", "C", "C", "C", "C", "N", "C", "C", "C", "C", "C", "C", "C", "N", "C", "C", "C", "C", "H", "H", "H", "H", "H", "H", "H", "H", "H", "H", "H", "H", "H", "H", "H", "H", "H", "H", "H", "H", "H", "H", "H", "H", "O", "N", "C", "C", "C", "C", "C", "S", "H", "H", "H", "H", "Cl", "C", "C", "C", "C", "C", "C", "C", "O", "O", "H", "H", "H", "H", "S", "C", "C", "C", "N", "C", "C", "C", "C", "C", "N", "C", "C", "H", "H", "H", "H", "H", "H", "H", "H", "Cl"],
  "coordinates": [[0.761, -0.483, -0.417], [-0.414, 4.768, 4.768], [-1.403, 3.657, 4.406], [-1.700, 2.844, 5.673], [-2.692, 4.304, 3.883], [-0.871, 2.728, 3.331], [0.367, 2.907, 2.724], [0.766, 2.028, 1.731], [0.025, 1.020, 1.324], [-1.165, 0.811, 1.880], [-1.633, 1.648, 2.890], [-1.928, -0.347, 1.379], [-3.211, -0.660, 1.821], [-3.864, -1.791, 1.338], [-3.169, -2.576, 0.428], [-1.912, -2.177, 0.009], [-1.325, -1.095, 0.463], [-5.271, -2.132, 1.790], [-6.179, -0.935, 1.482], [-5.247, -2.417, 3.296], [-5.829, -3.360, 1.067], [-0.845, 5.395, 5.545], [-0.201, 5.403, 3.912], [0.519, 4.361, 5.147], [-2.065, 3.501, 6.459], [-0.798, 2.349, 6.026], [-2.455, 2.085, 5.489], [-3.094, 4.995, 4.621], [-3.449, 3.555, 3.669], [-2.491, 4.856, 2.968], [1.022, 3.714, 3.003], [1.721, 2.131, 1.233], [-2.597, 1.457, 3.335], [-3.706, -0.019, 2.533], [-3.591, -3.481, 0.028], [-1.350, -2.744, -0.718], [-5.867, -0.051, 2.030], [-7.207, -1.161, 1.753], [-6.142, -0.709, 0.418], [-4.915, -1.546, 3.854], [-4.567, -3.238, 3.512], [-6.240, -2.689, 3.647], [-5.848, -3.200, -0.008], [-6.850, -3.545, 1.394], [-5.245, -4.250, 1.283], [0.790, -1.893, 1.690], [1.924, -2.244, 2.181], [1.954, -3.214, 3.113], [3.105, -3.598, 3.754], [4.299, -2.971, 3.404], [4.273, -2.011, 2.420], [3.080, -1.640, 1.795], [3.088, -0.409, 0.612], [0.986, -3.641, 3.320], [3.068, -4.367, 4.511], [5.221, -3.233, 3.895], [5.167, -1.500, 2.103], [2.432, -7.244, -5.623], [2.174, -5.826, -4.661], [1.974, -4.600, -5.276], [1.760, -3.471, -4.502], [1.727, -3.566, -3.117], [1.929, -4.803, -2.516], [2.164, -5.931, -3.279], [1.457, -2.382, -2.233], [1.957, -1.282, -2.484], [0.722, -2.608, -1.238], [1.977, -4.529, -6.353], [1.608, -2.513, -4.973], [1.909, -4.872, -1.439], [2.325, -6.885, -2.802], [4.242, 4.591, -4.394], [3.482, 3.449, -3.229], [2.378, 3.837, -2.489], [1.842, 2.924, -1.595], [2.334, 1.710, -1.413], [3.377, 1.341, -2.138], [3.992, 2.173, -3.062], [3.364, 3.951, -5.824], [2.145, 4.502, -6.183], [1.486, 3.953, -7.273], [1.964, 2.944, -7.978], [3.132, 2.434, -7.631], [3.882, 2.899, -6.561], [1.946, 4.818, -2.612], [0.975, 3.179, -0.999], [3.742, 0.336, -1.980], [4.846, 1.836, -3.627], [1.727, 5.331, -5.633], [0.531, 4.347, -7.596], [3.492, 1.617, -8.243], [4.837, 2.461, -6.314], [-0.625, 0.692, -1.927]],
  "mulliken_charge": [1.687, -2.242, 1.976, -1.594, -1.575, 0.659, -1.021, -0.884, 0.454, 0.128, -0.597, -0.945, -0.119, 0.328, -0.644, -1.215, 0.323, 1.934, -1.597, -1.610, -2.217, 0.455, 0.414, 0.411, 0.465, 0.372, 0.315, 0.449, 0.334, 0.380, 0.495, 0.617, 0.513, 0.486, 0.528, 0.687, 0.327, 0.453, 0.371, 0.330, 0.372, 0.456, 0.444, 0.435, 0.411, -0.388, 0.118, -0.223, -0.747, -0.327, -0.921, 0.881, -0.425, 0.448, 0.411, 0.394, 0.468, -0.221, 0.374, -0.705, -0.260, -0.027, -0.297, -0.665, 0.464, -0.534, -0.756, 0.410, 0.485, 0.405, 0.411, -0.123, 0.264, -0.946, -0.180, 0.223, -0.149, -1.003, 0.383, -0.185, -0.401, -0.588, -0.423, -0.172, 0.418, 0.498, 0.470, 0.380, 0.375, 0.361, 0.363, 0.398, -0.490],
  "relative_energy_kcal_mol": 16.4,
  "energy_ha": -3954.78181,
  "gap_ev": 7.6819
}